(1)
ORCA calculation (the ωB97M-V functional and the def2-TZVPD basis) on a 7-piece molecular cluster, C5H24NO7 overall at a distorted geometry.

Computed properties:
**HOMO-LUMO gap (spin up / spin down)**: 2.8 / 10.4 eV
**E_HOMO (spin up / spin down)**: -0.103 / -0.381 Ha

Structure (ORCA input):
```
! wB97M-V def2-TZVPD RIJCOSX def2/J DEFGRID3
* xyz 0 2
O 2.52 -1.12 1.51
C 1.78 -1.18 0.56
C 0.27 -1.17 0.67
C -0.42 -0.52 -0.53
C -0.20 -1.13 -1.90
C -0.74 -2.52 -2.06
N -0.02 -0.40 1.92
H 2.19 -1.08 -0.46
H -0.04 -2.21 0.77
H -0.37 0.57 -0.52
H -1.50 -0.61 -0.36
H -0.61 -0.45 -2.65
H 0.86 -1.17 -2.18
H -1.85 -2.62 -2.09
H -0.68 -3.29 -1.28
H -0.33 -3.03 -2.94
H 0.53 0.51 2.01
H -1.03 -0.18 2.13
H 0.26 -0.93 2.75
H -2.55 1.25 1.40
H -3.57 0.05 1.25
O -2.70 0.27 1.57
H 2.07 -4.28 0.25
H 2.74 -3.68 -1.06
O 2.05 -3.54 -0.37
H 2.38 3.57 -0.04
H 1.58 2.29 0.28
O 2.17 2.71 -0.38
H 0.36 2.17 -2.77
H 1.07 2.77 -1.62
O 0.15 2.71 -1.99
H -1.90 2.66 -0.02
H -2.68 3.42 1.17
O -2.01 2.72 0.96
H -0.54 2.51 1.61
H 0.33 2.69 2.65
O 0.44 2.26 1.76
*
```

(2)
ORCA calculation (the ωB97M-V functional and the def2-TZVPD basis) on a 12-piece molecular cluster, C49H80BCl22IN2O7PS overall at a distorted geometry.

Computed properties:
**HOMO-LUMO gap**: 6.0 eV
**E_HOMO**: -0.180 Ha

Structure (ORCA input):
```
! wB97M-V def2-TZVPD RIJCOSX def2/J DEFGRID3
* xyz -1 1
C 2.59 -1.67 -1.86
C 1.76 -1.87 -3.23
C 2.11 -2.98 -4.24
C 1.23 -3.07 -5.53
C 0.05 -2.07 -5.84
C -0.74 -2.35 -7.19
C -1.94 -3.43 -6.96
C -1.21 -1.05 -7.99
C -0.29 -0.93 -4.81
O -1.38 -0.07 -5.09
C -1.40 1.11 -4.23
B -0.32 2.29 -4.67
P 1.13 2.61 -3.38
O 0.66 2.37 -1.91
O 1.65 4.27 -3.40
O 2.52 1.69 -3.79
O -1.13 3.53 -4.43
C -1.41 4.18 -5.68
C -1.92 5.69 -5.68
C -1.12 6.66 -4.68
C -1.88 6.96 -3.29
C -1.48 5.77 -2.27
S -1.36 6.30 -0.50
C -0.61 4.80 0.32
N -1.52 3.71 0.51
N -0.72 2.76 1.08
C 0.62 3.24 1.25
O 0.72 4.58 0.74
C -0.25 3.70 -6.71
I -1.35 3.39 -8.59
C 1.08 4.57 -6.88
C 0.86 6.02 -7.55
C 2.22 6.52 -8.28
C 2.45 6.36 -9.80
C 3.75 6.89 -10.47
C 4.86 7.62 -9.64
C 4.67 7.76 -8.12
C 3.36 7.21 -7.46
O 0.03 2.40 -6.11
C 0.60 -0.88 -3.53
H 2.23 -2.36 -1.01
H 3.70 -1.78 -2.10
H 2.35 -0.60 -1.50
H 2.97 -3.70 -4.05
H 1.47 -3.90 -6.28
H 0.00 -2.90 -7.89
H -2.24 -3.94 -7.95
H -1.50 -4.29 -6.32
H -2.83 -2.99 -6.39
H -1.63 -1.42 -9.01
H -2.13 -0.63 -7.44
H -0.40 -0.27 -8.16
H -1.37 0.88 -3.10
H -2.44 1.60 -4.40
H 2.25 4.37 -2.62
H 3.26 1.87 -3.18
H -2.34 3.61 -6.08
H -1.96 6.10 -6.75
H -3.01 5.67 -5.31
H -0.05 6.27 -4.53
H -1.01 7.68 -5.21
H -1.51 7.99 -2.93
H -3.00 7.06 -3.49
H -2.19 4.90 -2.47
H -0.44 5.42 -2.61
H 1.48 2.63 1.70
H 1.68 4.73 -5.92
H 1.77 3.98 -7.59
H -0.04 6.08 -8.25
H 0.67 6.81 -6.73
H 1.61 5.84 -10.40
H 3.85 6.76 -11.60
H 5.79 8.02 -10.19
H 5.50 8.29 -7.53
H 3.29 7.36 -6.32
H 0.40 -0.09 -2.72
Cl -3.04 0.60 5.69
C -3.04 1.07 3.97
C -3.56 2.48 3.75
Cl -5.31 2.60 4.10
H -3.62 0.33 3.42
H -2.00 1.01 3.62
H -3.43 2.77 2.71
H -3.04 3.20 4.38
Cl 4.20 -2.68 1.33
C 5.78 -1.88 1.49
C 5.92 -0.69 0.55
Cl 6.00 -1.20 -1.16
H 6.56 -2.62 1.32
H 5.86 -1.54 2.52
H 6.85 -0.15 0.77
H 5.08 0.00 0.66
Cl -2.53 -4.48 6.62
C -0.93 -3.72 6.77
C -0.80 -2.49 5.89
Cl -0.77 -2.90 4.16
H -0.17 -4.46 6.53
H -0.81 -3.43 7.82
H 0.14 -1.98 6.11
H -1.61 -1.79 6.06
Cl -3.97 -6.16 -6.75
C -3.89 -7.29 -5.38
C -3.43 -6.61 -4.10
Cl -1.73 -6.10 -4.17
H -3.22 -8.11 -5.65
H -4.89 -7.69 -5.24
H -3.52 -7.30 -3.26
H -4.04 -5.72 -3.88
Cl -2.26 -0.36 9.93
C -1.49 -1.40 11.15
C 0.00 -1.56 10.91
Cl 0.34 -2.51 9.44
H -2.00 -2.36 11.16
H -1.65 -0.92 12.12
H 0.46 -2.09 11.74
H 0.50 -0.59 10.80
Cl -6.19 -6.69 3.05
C -4.60 -5.90 3.19
C -4.48 -4.68 2.31
Cl -4.46 -5.09 0.58
H -3.83 -6.64 2.95
H -4.48 -5.62 4.24
H -3.54 -4.16 2.52
H -5.30 -3.98 2.48
Cl -7.07 -2.12 7.37
C -7.65 -3.20 6.08
C -6.52 -3.67 5.18
Cl -5.87 -2.34 4.19
H -8.43 -2.68 5.52
H -8.11 -4.06 6.57
H -6.89 -4.43 4.48
H -5.70 -4.10 5.75
Cl 4.86 2.45 3.00
C 5.63 1.49 4.29
C 7.12 1.33 4.07
Cl 7.50 0.31 2.66
H 5.13 0.52 4.33
H 5.44 2.01 5.23
H 7.57 0.85 4.94
H 7.61 2.30 3.93
Cl -9.17 -0.13 10.95
C -9.17 0.32 9.23
C -9.70 1.73 9.02
Cl -11.44 1.85 9.36
H -9.76 -0.41 8.69
H -8.14 0.26 8.89
H -9.57 2.02 7.97
H -9.18 2.45 9.64
Cl 9.09 -2.67 4.52
C 9.78 -2.22 6.10
C 8.72 -1.76 7.08
Cl 8.01 -0.19 6.61
H 10.53 -1.45 5.94
H 10.28 -3.11 6.49
H 9.16 -1.62 8.07
H 7.91 -2.48 7.17
Cl 4.16 -7.75 4.84
C 3.98 -6.78 3.35
C 5.10 -7.03 2.37
Cl 6.66 -6.39 2.95
H 3.92 -5.73 3.64
H 3.02 -7.07 2.90
H 4.88 -6.52 1.43
H 5.23 -8.09 2.16
*
```

(3)
ORCA calculation (the ωB97M-V functional and the def2-TZVPD basis) on a 7-piece molecular cluster, C12H36NO15 overall at a distorted geometry.

Computed properties:
**HOMO-LUMO gap**: 10.0 eV
**E_HOMO**: -0.263 Ha

Structure (ORCA input):
```
! wB97M-V def2-TZVPD RIJCOSX def2/J DEFGRID3
* xyz -1 1
N -12.12 -13.73 16.16
O -11.29 -13.91 15.25
O -11.73 -13.32 17.28
O -13.33 -13.96 15.95
C -7.88 -13.21 14.24
C -8.29 -14.33 13.29
O -8.04 -15.63 13.90
O -8.62 -13.16 15.44
H -7.85 -12.28 13.65
H -6.84 -13.40 14.54
H -7.55 -14.37 12.49
H -9.33 -14.21 12.98
H -8.53 -15.61 14.76
H -9.56 -13.33 15.18
C -13.60 -16.18 13.02
C -13.34 -16.31 11.52
O -12.74 -17.58 11.26
O -12.53 -16.49 13.88
H -14.54 -16.66 13.33
H -13.85 -15.11 13.11
H -12.66 -15.53 11.16
H -14.26 -16.19 10.93
H -12.67 -17.70 10.31
H -12.34 -15.65 14.32
C -15.84 -15.90 17.76
C -14.92 -15.41 18.82
O -13.71 -16.17 18.86
O -15.36 -15.90 16.43
H -16.81 -15.38 17.84
H -16.23 -16.92 17.93
H -15.45 -15.38 19.77
H -14.58 -14.41 18.51
H -13.42 -16.35 17.96
H -14.77 -15.14 16.29
C -13.99 -10.42 13.60
C -13.06 -11.59 13.82
O -13.43 -12.88 13.29
O -15.19 -10.60 14.40
H -14.32 -10.48 12.55
H -13.57 -9.46 13.88
H -12.87 -11.57 14.90
H -12.09 -11.42 13.34
H -13.29 -13.48 14.04
H -15.44 -11.51 14.20
C -8.09 -16.30 17.34
C -7.27 -17.42 16.84
O -6.22 -16.98 15.94
O -9.23 -16.02 16.53
H -7.51 -15.40 17.59
H -8.50 -16.56 18.33
H -7.87 -18.14 16.28
H -6.77 -17.97 17.64
H -6.42 -17.35 15.08
H -9.70 -15.27 16.92
C -9.47 -10.24 17.60
C -10.05 -9.80 16.25
O -10.40 -10.89 15.45
O -10.48 -10.93 18.33
H -9.11 -9.46 18.26
H -8.62 -10.90 17.37
H -9.35 -9.15 15.71
H -10.92 -9.18 16.48
H -9.70 -11.56 15.50
H -10.73 -11.74 17.87
*
```

The calculation returns the following energy relative to the best compared isomer or geometry (same formula, charge and spin) values, one per record and in order: 0.000, 12.644, 1.016 eV.
The calculation returns the following total energy values, one per record and in order: -786.194270, -13737.390536, -1662.046585 Ha.